Below is 3 unconnected molecules or ions with the total composition C37H53BNO13PS2 at a distorted geometry, with properties calculated with ωB97M-V/def2-TZVPD.

The geometry in XYZ format:
```
108
C37H53BNO13PS2 | the Open Molecules 2025 dataset | ωB97M-V/def2-TZVPD
C -2.164 -2.383 -4.260
C -2.661 -1.663 -3.132
C -3.208 -0.566 -1.996
C -3.452 1.049 -2.349
C -3.132 1.592 -3.862
C -1.611 1.310 -4.400
C -0.447 1.324 -3.246
S 1.063 0.456 -4.034
C 2.609 0.827 -3.044
S 3.525 2.204 -3.558
N 3.089 0.005 -1.869
C 3.642 -1.341 -2.295
C 5.063 -1.275 -3.113
C 4.043 0.774 -0.980
C 4.308 0.010 0.479
C -3.978 2.120 -1.177
C -4.160 3.704 -1.558
O -2.898 4.353 -1.948
C -2.232 5.013 -0.816
C -4.238 1.470 0.310
C -4.000 -0.144 0.678
C -3.455 -1.211 -0.481
P -3.095 -3.071 -0.155
O -3.696 -4.055 -1.235
C -4.321 -0.654 2.238
O -4.920 -1.817 2.508
C -3.876 0.451 3.413
C -3.202 0.028 4.861
C -2.928 -1.579 5.039
C -1.527 -1.924 5.885
C -0.807 -3.300 5.264
C 0.622 -3.005 4.517
O 1.734 -3.109 5.474
C 2.924 -3.380 4.607
C 4.214 -2.742 5.440
C -4.098 1.914 3.072
B -3.685 3.153 4.110
O -4.120 3.254 5.521
O -2.845 4.258 3.568
C -1.431 3.863 3.468
C -0.446 5.213 3.482
C -4.735 2.405 1.605
O -5.594 3.422 1.514
H -1.711 -3.013 -5.156
H -3.859 0.988 -4.591
H -3.366 2.724 -4.047
H -1.598 0.268 -4.938
H -1.347 2.201 -5.147
H -0.686 0.702 -2.285
H -0.140 2.410 -2.903
H 3.757 -2.032 -1.349
H 2.872 -1.907 -3.009
H 5.344 -2.365 -3.498
H 5.058 -0.570 -4.051
H 5.964 -0.942 -2.429
H 5.100 0.973 -1.461
H 3.622 1.851 -0.685
H 3.292 -0.555 0.727
H 4.535 0.779 1.332
H 5.160 -0.799 0.419
H -4.863 3.751 -2.523
H -4.692 4.357 -0.747
H -2.837 5.020 0.185
H -2.070 6.151 -1.135
H -1.206 4.451 -0.631
H -3.524 -3.543 1.138
H -1.631 -3.192 -0.156
H -3.798 0.524 5.760
H -2.130 0.551 4.883
H -3.868 -2.015 5.632
H -2.843 -2.185 4.043
H -1.880 -2.243 6.975
H -0.771 -1.030 5.890
H -0.604 -4.112 6.111
H -1.496 -3.847 4.471
H 0.662 -2.007 3.900
H 0.782 -3.880 3.722
H 2.997 -4.544 4.465
H 2.779 -2.828 3.560
H 4.106 -1.573 5.340
H 5.187 -3.142 4.929
H 4.079 -3.088 6.562
H -3.300 3.168 6.090
H -1.137 3.197 4.385
H -1.206 3.344 2.423
H -0.309 5.609 2.380
H -1.026 6.061 4.078
H 0.583 5.013 4.028
C -2.942 -6.504 -6.379
C -1.734 -7.093 -7.033
O -1.020 -5.956 -7.479
C -1.413 -4.908 -6.697
O -0.876 -3.812 -6.693
O -2.484 -5.246 -5.921
H -3.302 -7.113 -5.544
H -3.765 -6.346 -7.084
H -1.108 -7.651 -6.329
H -1.991 -7.743 -7.873
C 8.026 4.251 -1.555
C 7.327 3.024 -2.044
O 6.533 2.640 -0.937
C 6.332 3.761 -0.184
O 5.553 3.832 0.751
O 7.116 4.792 -0.616
H 8.224 4.965 -2.359
H 8.967 4.021 -1.044
H 6.671 3.228 -2.896
H 8.025 2.227 -2.315
```

Its SMILES is C#Cc1c(CCCSC(=S)N(CC)CC)c(COC)c2c(c1[PH2]=O)C(=O)C(CCCCCOCC)=C(B(O)OCC)C2=O.O=C1OCCO1.O=C1OCCO1. Its total energy is -98946.134 eV. The total charge is 0. For the molar mass, the calculation gives 825.74 g/mol.


Below is a molecular structure, C37H53F5I2N2O13P at a distorted geometry, with properties calculated with ωB97M-V/def2-TZVPD.

The geometry in XYZ format:
```
113
C37H53F5I2N2O13P | the Open Molecules 2025 dataset | ωB97M-V/def2-TZVPD
C -2.255 0.840 -2.400
C -2.530 0.162 -1.300
N -2.312 0.791 0.024
C -0.982 0.331 0.696
C -0.018 -0.376 -0.190
C 1.148 -0.873 0.684
C 1.881 0.198 1.485
C 2.814 1.065 0.614
C 4.011 1.578 1.441
C 5.362 1.329 0.744
O 5.934 2.528 0.240
C 6.563 3.285 1.247
O -1.398 -0.298 1.849
C -2.793 -0.572 1.901
C -3.195 -0.740 3.360
I -4.996 0.126 4.094
C -2.442 -1.475 4.178
C -1.196 -2.195 3.777
I -2.870 -1.809 6.226
C -3.039 -1.965 1.231
C -4.266 -2.567 1.400
C -4.491 -3.813 0.854
C -3.444 -4.380 0.152
C -2.270 -3.684 0.030
N -2.014 -2.483 0.566
C -3.376 0.637 1.055
C -3.249 1.950 1.883
C -4.166 3.133 1.563
C -3.927 3.793 0.197
C -5.100 4.645 -0.257
F -4.771 5.417 -1.302
F -6.077 3.792 -0.694
C -5.767 5.515 0.846
F -6.717 4.838 1.494
F -6.370 6.565 0.249
F -4.866 6.006 1.704
P -5.040 0.595 0.116
O -6.251 0.579 1.201
O -5.126 -0.867 -0.610
H -2.928 0.818 -3.239
H -1.373 1.461 -2.502
H -2.901 -0.844 -1.358
H -2.108 1.750 -0.234
H -0.513 1.274 0.976
H 0.406 0.278 -0.948
H -0.423 -1.268 -0.641
H 0.767 -1.647 1.338
H 1.882 -1.343 0.040
H 1.236 0.806 2.118
H 2.533 -0.336 2.170
H 3.215 0.374 -0.109
H 2.251 1.867 0.152
H 4.066 1.121 2.426
H 3.879 2.641 1.607
H 5.229 0.671 -0.108
H 6.053 0.844 1.432
H 5.880 3.565 2.049
H 6.891 4.205 0.782
H 7.423 2.750 1.648
H -0.383 -1.524 3.536
H -1.327 -2.861 2.932
H -0.839 -2.799 4.597
H -5.050 -2.074 1.950
H -5.445 -4.292 0.986
H -3.538 -5.353 -0.297
H -1.469 -4.130 -0.543
H -2.234 2.332 1.809
H -3.385 1.745 2.930
H -3.893 3.894 2.287
H -5.213 2.937 1.745
H -3.067 4.457 0.248
H -3.825 3.053 -0.587
H -6.913 1.194 0.866
H -6.052 -1.110 -0.720
C 3.881 -2.186 6.331
C 3.611 -3.052 5.128
C 4.537 -2.829 3.955
O 3.711 -3.214 2.845
C 2.425 -3.010 3.207
O 1.498 -3.055 2.464
O 2.335 -2.740 4.531
H 4.829 -2.459 6.794
H 3.914 -1.132 6.053
H 3.087 -2.300 7.068
H 3.592 -4.106 5.417
H 5.436 -3.439 3.993
H 4.816 -1.780 3.830
C 7.229 0.792 -4.413
C 5.735 0.938 -4.289
C 5.265 2.235 -3.674
O 4.009 1.849 -3.091
C 4.086 0.531 -2.805
O 3.294 -0.056 -2.138
O 5.188 -0.020 -3.358
H 7.623 1.494 -5.147
H 7.717 0.972 -3.454
H 7.489 -0.220 -4.722
H 5.256 0.767 -5.258
H 5.121 3.030 -4.402
H 5.920 2.589 -2.874
C -1.787 -1.082 -7.708
C -1.184 -1.830 -6.547
C -1.893 -3.108 -6.169
O -1.582 -3.217 -4.769
C -1.373 -1.969 -4.303
O -1.271 -1.685 -3.151
O -1.300 -1.079 -5.318
H -1.657 -1.642 -8.633
H -2.852 -0.907 -7.548
H -1.314 -0.107 -7.821
H -0.121 -2.009 -6.725
H -1.532 -3.979 -6.710
H -2.977 -3.039 -6.276
```

Its total energy is -107896.472 eV. The total charge is +1. For the molar mass, the calculation gives 1113.60 g/mol.


Below is a molecular structure, C37H54BaN3OP2 at a distorted geometry, with properties calculated with ωB97M-V/def2-TZVPD.

The geometry in XYZ format:
```
98
C37H54BaN3OP2 | the Open Molecules 2025 dataset | ωB97M-V/def2-TZVPD
C 2.516 0.850 0.891
C 1.365 2.503 -0.338
C 3.568 1.733 1.163
C 2.358 3.455 0.020
C 3.454 3.067 0.766
H 4.432 1.367 1.705
H 2.242 4.474 -0.350
H 4.224 3.783 1.042
N 1.431 1.220 0.184
P 0.992 -1.219 2.085
P -0.640 1.811 -2.236
C 2.602 -0.595 1.449
H 2.947 -1.278 0.652
H 3.345 -0.634 2.264
C -2.892 -2.943 -1.207
O -3.495 -3.757 -1.744
C 0.305 2.881 -1.243
H 0.120 3.954 -1.335
C 0.227 1.360 -3.849
C -2.444 2.402 -2.398
C 0.910 -3.115 2.208
C 0.796 -0.289 3.721
C -0.298 -0.021 -4.293
H -1.338 0.018 -4.640
H 0.326 -0.383 -5.122
H -0.228 -0.756 -3.483
C -0.048 2.400 -4.936
H -1.096 2.413 -5.262
H 0.246 3.411 -4.627
H 0.560 2.126 -5.812
C 1.745 1.267 -3.609
H 2.215 0.838 -4.509
H 2.193 2.255 -3.430
H 1.981 0.606 -2.767
C -3.213 1.444 -3.335
H -3.161 0.395 -3.001
H -4.272 1.742 -3.331
H -2.859 1.493 -4.374
C -3.128 2.378 -1.012
H -3.268 1.358 -0.610
H -2.592 2.976 -0.260
H -4.138 2.805 -1.117
C -2.499 3.828 -2.954
H -2.044 3.913 -3.948
H -3.562 4.102 -3.045
H -2.020 4.555 -2.285
C -0.488 -0.767 4.423
H -0.654 -0.124 5.300
H -1.373 -0.670 3.776
H -0.417 -1.805 4.776
C 0.637 1.214 3.409
H 1.554 1.652 2.994
H -0.195 1.410 2.714
H 0.404 1.741 4.347
C 2.000 -0.486 4.651
H 1.788 0.070 5.578
H 2.157 -1.536 4.924
H 2.932 -0.086 4.235
C 1.428 -3.767 0.911
H 2.470 -3.498 0.689
H 1.381 -4.863 1.031
H 0.814 -3.501 0.041
C -0.574 -3.508 2.383
H -1.203 -3.170 1.541
H -0.644 -4.605 2.420
H -1.010 -3.108 3.306
C 1.733 -3.639 3.388
H 2.782 -3.314 3.342
H 1.305 -3.370 4.362
H 1.728 -4.740 3.331
Ba -1.032 -0.323 -0.057
N 0.890 -1.524 -1.480
C 1.846 -1.912 -2.051
C 2.915 -2.477 -2.771
C 2.862 -3.845 -3.108
C 4.020 -1.705 -3.184
C 3.875 -4.421 -3.867
H 2.016 -4.455 -2.779
C 5.025 -2.285 -3.958
H 4.096 -0.649 -2.905
C 4.953 -3.641 -4.301
H 3.830 -5.480 -4.130
H 5.871 -1.687 -4.302
H 5.736 -4.092 -4.905
C -6.192 1.475 4.219
C -4.948 1.293 3.408
C -4.708 0.064 2.788
C -3.525 -0.118 2.078
N -2.606 0.870 1.924
C -2.833 2.055 2.549
C -3.999 2.310 3.266
H -7.082 1.316 3.600
H -6.259 0.765 5.054
H -6.237 2.484 4.635
H -5.427 -0.747 2.887
H -3.299 -1.092 1.617
H -2.052 2.817 2.474
H -4.163 3.280 3.739
```

Its total energy is -65030.360 eV. The total charge is +1. For the molar mass, the calculation gives 756.13 g/mol.


Below is a molecular structure, C37H55AsN2O8ReSSe, with properties calculated with ωB97M-V/def2-TZVPD.

The geometry in XYZ format:
```
106
C37H55AsN2O8ReSSe | the Open Molecules 2025 dataset | ωB97M-V/def2-TZVPD
Re 0.912 1.671 0.973
C -0.152 -5.894 -1.051
C -0.012 -5.491 0.424
C -1.341 -5.774 1.124
C 1.077 -6.350 1.084
C 0.386 -4.020 0.521
C -0.349 -3.085 1.217
C 0.048 -1.747 1.301
Se -1.179 -0.650 2.342
C -2.386 -0.113 0.973
C -3.714 -0.519 1.022
C -4.592 -0.148 0.020
C -4.078 0.624 -1.026
C -2.758 1.045 -1.114
C -1.888 0.674 -0.064
O -0.603 1.023 -0.106
C -2.259 1.872 -2.305
C -1.796 3.254 -1.822
C -1.098 1.151 -3.008
C -3.361 2.097 -3.345
C -6.068 -0.541 0.016
C -6.925 0.726 0.140
C -6.415 -1.260 -1.295
C -6.412 -1.476 1.176
C 1.231 -1.320 0.678
O 1.740 -0.079 0.763
C 1.987 -2.259 -0.070
C 1.548 -3.570 -0.110
C 3.257 -1.830 -0.822
C 2.928 -0.785 -1.904
C 4.305 -1.277 0.157
C 3.900 -3.018 -1.546
H -0.454 -6.941 -1.127
H 0.787 -5.779 -1.593
H -0.905 -5.281 -1.548
H -1.594 -6.830 1.010
H -2.154 -5.187 0.692
H -1.289 -5.559 2.193
H 0.818 -7.410 1.016
H 1.186 -6.090 2.138
H 2.044 -6.207 0.600
H -1.263 -3.367 1.720
H -4.030 -1.143 1.847
H -4.756 0.908 -1.817
H -0.939 3.169 -1.158
H -2.609 3.778 -1.313
H -1.498 3.865 -2.680
H -0.243 1.022 -2.348
H -0.779 1.732 -3.878
H -1.421 0.169 -3.363
H -4.199 2.667 -2.939
H -3.740 1.155 -3.746
H -2.946 2.666 -4.179
H -6.731 1.416 -0.682
H -6.709 1.247 1.075
H -7.987 0.471 0.125
H -6.278 -0.614 -2.163
H -7.459 -1.580 -1.282
H -5.787 -2.143 -1.430
H -6.251 -0.996 2.143
H -5.818 -2.391 1.143
H -7.465 -1.757 1.118
H 2.129 -4.289 -0.670
H 2.522 0.134 -1.493
H 2.207 -1.191 -2.617
H 3.841 -0.536 -2.453
H 3.959 -0.389 0.679
H 5.215 -1.024 -0.393
H 4.563 -2.033 0.903
H 3.223 -3.470 -2.273
H 4.234 -3.790 -0.850
H 4.778 -2.663 -2.089
O 2.265 4.151 -2.668
As 2.326 3.878 -0.938
O 1.680 5.131 -0.120
O 1.377 2.453 -0.805
C 4.174 3.312 -0.809
C 4.924 3.374 -1.981
C 6.210 2.856 -2.023
C 6.757 2.251 -0.903
C 6.023 2.187 0.270
C 4.745 2.723 0.320
S 3.967 2.693 1.910
O 4.166 1.384 2.489
O 4.449 3.822 2.644
O 2.500 2.894 1.584
H 1.346 4.139 -2.964
H 4.494 3.812 -2.869
H 6.776 2.914 -2.944
H 7.752 1.830 -0.938
H 6.431 1.716 1.154
N -0.141 3.538 1.379
C -0.060 4.136 2.735
C -0.209 3.128 3.865
C 1.037 2.294 4.131
N 1.255 1.225 3.123
H 0.284 4.230 0.732
H -1.114 3.416 1.107
H -0.831 4.903 2.821
H 0.908 4.633 2.798
H -1.074 2.480 3.692
H -0.421 3.690 4.777
H 0.970 1.832 5.117
H 1.915 2.940 4.132
H 0.732 0.403 3.398
H 2.246 0.963 3.123
```

The multiplicity is 4. Its total energy is -197775.714 eV. Its expectation value of S² is 3.763. The value obtained for the energy above the lowest of the compared OMol25 structures with the same formula, charge and spin is 0.000 eV. The total charge is 0. For the molar mass, the calculation gives 1028.01 g/mol.